1.
A molecular structure, C24H22Br12F9N5OS3 in a non-equilibrium geometry, computed with ωB97M-V/def2-TZVPD.

The geometry in ORCA input format:
```
! wB97M-V def2-TZVPD RIJCOSX def2/J DEFGRID3
* xyz 0 1
N -2.53 -2.91 -1.30
C -1.12 -3.55 -1.27
C -0.44 -3.69 -2.76
O -1.50 -4.02 -3.74
C 0.37 -2.37 -3.28
C 1.27 -1.61 -2.12
C 0.86 -0.13 -1.46
C -0.48 0.70 -1.89
F -1.05 1.56 -0.79
F -1.64 -0.17 -2.29
C -0.02 1.68 -3.17
F -0.26 0.91 -4.42
F 1.47 1.91 -3.12
C -0.71 3.16 -3.13
F -2.22 3.06 -3.04
F -0.15 4.06 -2.05
C -0.45 4.02 -4.54
F -1.15 5.34 -4.32
F -1.13 3.40 -5.72
F 0.98 4.34 -4.77
C 1.97 0.45 -0.35
C 1.83 1.92 0.40
C 1.46 1.79 2.02
C 0.05 2.58 2.41
S -0.98 1.55 3.60
C -1.68 0.13 2.59
S -0.73 -1.00 1.69
N -3.20 -0.11 2.52
C -3.69 -1.07 3.57
C -5.29 -1.10 3.13
N -5.49 -0.14 1.94
C -4.17 0.50 1.53
C 3.33 -0.42 0.09
C 3.71 -1.88 -0.55
N 4.88 -2.82 -0.34
S 4.58 -4.19 -1.42
N 3.08 -3.81 -2.24
C 2.65 -2.45 -1.66
H -3.14 -3.55 -0.71
H -2.52 -2.01 -0.74
H -0.45 -3.05 -0.46
H -1.32 -4.66 -0.89
H 0.28 -4.64 -2.73
H -1.69 -5.01 -3.71
H -0.29 -1.61 -3.92
H 1.18 -2.78 -4.07
H 2.94 2.38 0.38
H 1.16 2.69 -0.18
H 1.50 0.68 2.40
H 2.31 2.37 2.63
H 0.35 3.65 2.85
H -0.61 2.81 1.46
H -3.14 -1.64 4.44
H -6.09 -1.77 3.66
H -3.94 1.29 0.67
H 4.08 0.02 0.89
C -6.94 3.34 4.00
Br -5.76 2.24 2.91
Br -8.77 3.33 3.33
Br -6.86 2.84 5.88
H -6.58 4.37 3.93
C 5.77 3.29 -1.14
Br 6.95 2.20 -2.23
Br 3.94 3.29 -1.81
Br 5.85 2.80 0.74
H 6.13 4.33 -1.21
C -3.91 -5.84 1.30
Br -2.26 -6.58 0.58
Br -4.48 -6.77 2.91
Br -3.80 -3.92 1.57
H -4.69 -6.01 0.54
C 8.51 1.35 3.48
Br 9.36 -0.33 4.00
Br 9.10 1.94 1.72
Br 6.58 1.25 3.60
H 8.84 2.11 4.20
*
```

Electronic structure analysis, Löwdin charges in units of e: -0.044, -0.224, -0.321, -0.110, -0.108, 0.019, 0.012, -0.142, -0.032, 0.002, -0.096, 0.044, -0.034, -0.068, 0.035, 0.022, -0.135, 0.018, 0.049, 0.049, -0.067, -0.214, -0.237, -0.464, 0.785, -0.895, 0.678, -0.227, -0.035, -0.113, -0.163, -0.193, 0.046, -0.227, -0.279, 0.877, -0.282, -0.158, -0.041, 0.031, 0.083, 0.027, 0.148, 0.116, 0.125, 0.130, 0.006, 0.097, 0.079, 0.115, 0.111, 0.079, 0.129, 0.104, 0.149, 0.093, -1.585, 0.729, 0.546, 0.538, -0.030, -1.547, 0.572, 0.657, 0.513, -0.020, -1.563, 0.613, 0.564, 0.657, -0.016, -1.582, 0.566, 0.539, 0.523, -0.021

=====

2.
2 unconnected molecules or ions with the total composition C4H3F3O in a non-equilibrium geometry, computed with ωB97M-V/def2-TZVPD.

Properties
relative energy (zero: lowest compared OMol25 entry of this formula, charge and spin)	46.3	kcal per mole
structure (SMILES)	C#CC=O.FC(F)F

The geometry in ORCA input format:
```
! wB97M-V def2-TZVPD RIJCOSX def2/J DEFGRID3
* xyz 0 1
C -0.70 -1.60 -2.08
C -1.08 -1.12 -1.03
C -1.62 -0.48 0.12
C 1.50 1.26 1.06
O -2.08 0.64 0.03
F 1.79 0.57 -0.13
F 0.81 0.37 1.77
F 2.63 1.57 1.67
H -0.24 -1.96 -3.04
H -1.80 -1.28 0.85
H 0.80 2.02 0.77
*
```

Electronic structure analysis, Löwdin charges in units of e: 0.141, -0.091, -0.304, -0.435, 0.060, 0.041, 0.099, 0.143, 0.068, 0.121, 0.157

=====

3.
A molecular structure, C25H21AsBF7N3S3Zr in a non-equilibrium geometry, computed with ωB97M-V/def2-TZVPD.

Properties
relative energy (zero: lowest compared OMol25 entry of this formula, charge and spin)	34.9	kcal per mole

The geometry in ORCA input format:
```
! wB97M-V def2-TZVPD RIJCOSX def2/J DEFGRID3
* xyz 1 1
Zr -1.50 0.01 -1.04
F -6.07 0.10 2.13
C -5.02 0.40 2.92
F -5.39 0.17 4.19
F -4.80 1.73 2.81
C -3.79 -0.39 2.56
C -3.21 -1.24 3.47
C -2.05 -1.93 3.11
C -1.51 -1.71 1.87
N -2.07 -0.88 0.98
C -3.23 -0.25 1.27
S -3.87 0.65 -0.03
H -3.64 -1.36 4.45
H -1.59 -2.63 3.79
H -0.61 -2.22 1.56
S -1.18 -2.42 -1.53
C 0.41 -3.00 -1.06
C 0.73 -4.32 -1.39
C 1.96 -4.86 -1.04
C 2.89 -4.09 -0.35
C 2.59 -2.78 -0.03
C 1.36 -2.22 -0.39
As 0.91 -0.36 0.02
C 2.47 0.12 1.10
C 3.59 0.75 0.58
C 4.68 0.99 1.41
C 4.64 0.61 2.74
C 3.52 -0.02 3.26
C 2.43 -0.25 2.44
C 1.37 0.52 -1.67
C 1.62 -0.18 -2.84
C 1.93 0.50 -4.01
C 1.99 1.88 -4.02
C 1.76 2.60 -2.85
C 1.45 1.92 -1.68
H 0.01 -4.91 -1.93
H 2.19 -5.88 -1.31
H 3.84 -4.52 -0.06
H 3.31 -2.17 0.49
H 3.62 1.04 -0.46
H 5.56 1.48 1.01
H 5.49 0.81 3.38
H 3.49 -0.32 4.30
H 1.54 -0.74 2.82
H 1.59 -1.27 -2.85
H 2.12 -0.06 -4.92
H 2.22 2.41 -4.93
H 1.83 3.68 -2.83
H 1.31 2.48 -0.76
F -3.04 -0.12 -2.70
B -2.09 0.58 -3.50
F -1.54 1.57 -2.42
F -1.02 -0.25 -3.63
F -2.54 1.27 -4.53
N -2.87 3.91 1.36
C -2.28 3.35 0.32
N -2.62 3.75 -0.90
S -1.05 2.20 0.58
H -3.64 4.55 1.26
H -2.72 3.52 2.28
H -3.38 4.40 -1.05
H -2.11 3.43 -1.71
*
```

Electronic structure analysis, Löwdin charges in units of e: 1.205, 0.149, -0.596, 0.149, 0.109, -0.102, 0.035, -0.019, -0.142, -0.202, -0.683, 0.735, 0.135, 0.118, 0.093, 0.678, -0.663, -0.110, -0.061, -0.066, -0.083, -0.399, 1.242, -0.368, -0.087, -0.059, -0.063, -0.066, -0.113, -0.433, -0.094, -0.053, -0.047, -0.060, -0.167, 0.106, 0.114, 0.111, 0.099, 0.103, 0.113, 0.112, 0.112, 0.099, 0.110, 0.119, 0.115, 0.114, 0.066, 0.011, -1.218, -0.139, 0.141, 0.282, 0.141, -0.878, 0.144, 0.648, 0.132, 0.107, 0.133, 0.094

=====

4.
A molecular structure, C11H12BrClSc in a non-equilibrium geometry, computed with ωB97M-V/def2-TZVPD.

Properties
relative energy (zero: lowest compared OMol25 entry of this formula, charge and spin)	0.0	kcal per mole

The geometry in ORCA input format:
```
! wB97M-V def2-TZVPD RIJCOSX def2/J DEFGRID3
* xyz -1 1
C -2.29 -0.21 -0.13
C -2.11 -0.88 1.12
C -1.49 0.03 2.03
H -2.41 -1.91 1.34
C -1.31 1.27 1.35
C -1.82 1.13 0.02
H -1.90 1.93 -0.73
H -2.72 -0.67 -1.02
H -1.20 -0.17 3.06
H -0.85 2.16 1.79
Sc 0.25 -0.28 0.03
Br 0.08 -2.78 0.21
C 2.06 0.62 -1.24
C 0.89 1.35 -1.62
C -0.03 0.42 -2.22
H 0.75 2.43 -1.53
C 0.57 -0.87 -2.21
C 1.88 -0.75 -1.61
H 2.60 -1.55 -1.54
H 2.98 1.05 -0.85
H -0.99 0.65 -2.67
H 0.16 -1.78 -2.64
Cl 2.87 0.53 1.91
C 1.42 -0.35 2.05
H 1.69 -1.41 2.16
H 0.90 0.04 2.94
*
```

Electronic structure analysis, Löwdin charges in units of e: -0.211, -0.248, -0.202, 0.069, -0.187, -0.227, 0.099, 0.101, 0.096, 0.102, 0.469, 0.171, -0.212, -0.169, -0.204, 0.102, -0.247, -0.219, 0.101, 0.078, 0.102, 0.087, 0.436, -0.808, -0.047, -0.031

=====

Number 1: LUMO level -2.06 eV, E_HOMO -8.603 eV, orbital gap 6.5 eV. Number 2: LUMO level -0.21 eV, E_HOMO -10.707 eV, orbital gap 10.5 eV. Number 3: LUMO level -3.79 eV, E_HOMO -10.827 eV, orbital gap 7.0 eV. Number 4: LUMO level 2.97 eV, E_HOMO -3.757 eV, orbital gap 6.7 eV.